Density functional theory data (the ωB97M-V functional and the def2-TZVPD basis) for a cluster of 2 separate species, C5H10O in total.

The geometry in XYZ format:
```
16
Properties=species:S:1:pos:R:3:forces:R:3:mulliken_charge:R:1
C 1.7835 0.7726 -0.6210 -0.03 0.04 0.02 -1.2410
C 0.3681 0.5475 -0.2184 -0.03 0.11 0.07 0.4017
C -0.4070 0.8803 0.8248 0.14 0.00 0.04 -0.5462
C -1.6629 0.2657 0.2383 -0.19 0.03 0.03 -0.4083
C -0.7568 -0.1396 -0.9655 0.00 -0.02 -0.19 -0.4881
H 1.7950 1.4482 -1.4855 0.12 -0.10 0.10 0.3145
H 2.2639 -0.1659 -0.9252 -0.13 0.16 0.08 0.3012
H 2.3699 1.2261 0.1849 -0.11 -0.06 -0.14 0.2817
H -0.2183 1.4146 1.7535 -0.01 -0.05 -0.16 0.3578
H -2.1266 -0.5685 0.7834 0.15 0.18 -0.07 0.2109
H -2.4429 0.9910 -0.0135 0.04 -0.13 0.02 0.2829
H -1.0185 0.3338 -1.9174 -0.03 -0.10 0.08 0.3022
H -0.6284 -1.2186 -1.1127 -0.01 0.24 0.00 0.2164
O 0.5783 -2.1076 1.1388 -0.09 -0.15 0.14 -0.6743
H -0.2921 -2.5175 1.0853 0.12 -0.01 0.04 0.2934
H 0.3949 -1.1620 1.2500 0.06 -0.14 -0.06 0.3951
```
Positions in Å, forces in eV/Å.

Calculated values
2S+1   1
SMILES   CC1=CCC1.O
LUMO level   1.0 eV
Energy relative to the best compared isomer or geometry (same formula, charge and spin)   35.11 kcal/mol